Molecular formula: C34H30LiN4
Method: DFT, ωB97M-V/def2-TZVPD

Values from the calculation:
* Kohn-Sham gap: 3.20 eV
* relative energy (zero: lowest compared OMol25 entry of this formula, charge and spin): 25.9 kJ/mol
* HOMO energy: -1.133 eV
* LUMO level: 2.07 eV
* electronic energy: -1540.1565 Ha
* M: 501.6 g mol⁻¹

```
! RIJCOSX wB97M-V def2-TZVPD def2/J DEFGRID3
* xyz -1 1
Li -0.010 0.177 -0.310
C -2.366 0.032 1.274
C -2.464 1.564 1.173
C -2.383 2.073 -0.243
C -3.493 2.618 -0.879
C -3.350 3.132 -2.160
C -2.103 3.067 -2.765
C -1.065 2.471 -2.073
N -1.190 1.991 -0.838
N -1.005 -0.495 1.277
C -0.995 -1.939 1.072
C 0.345 -2.473 0.609
C 0.478 -3.808 0.251
C 1.696 -4.243 -0.244
C 2.741 -3.335 -0.345
C 2.515 -2.030 0.045
N 1.340 -1.602 0.504
C -0.230 -0.097 2.449
C 0.573 1.168 2.247
C 0.886 2.002 3.314
C 1.673 3.121 3.082
C 2.107 3.369 1.786
C 1.742 2.484 0.788
N 1.002 1.401 1.010
H -2.882 -0.394 0.410
H -2.909 -0.294 2.180
H -1.658 2.021 1.743
H -3.411 1.880 1.614
H -4.452 2.646 -0.376
H -4.193 3.578 -2.672
H -1.949 3.454 -3.763
H -0.084 2.342 -2.516
H -1.723 -2.179 0.294
H -1.310 -2.477 1.985
H -0.367 -4.485 0.316
H 1.822 -5.269 -0.566
H 3.702 -3.626 -0.747
H 3.286 -1.272 -0.049
H 0.496 -0.883 2.655
H -0.875 0.001 3.337
H 0.523 1.784 4.311
H 1.939 3.784 3.895
H 2.713 4.234 1.558
H 2.050 2.630 -0.242
C 0.446 -0.532 -2.060
C 1.396 -0.866 -2.773
C 2.614 -1.151 -3.453
C 3.820 -0.738 -2.768
C 5.050 -1.431 -2.891
C 6.147 -1.101 -2.116
C 6.092 -0.061 -1.191
C 4.899 0.650 -1.065
C 3.792 0.323 -1.825
C 2.608 -1.868 -4.691
C 1.463 -2.605 -5.093
C 1.410 -3.260 -6.306
C 2.483 -3.215 -7.196
C 3.614 -2.491 -6.829
C 3.683 -1.833 -5.615
H 5.109 -2.262 -3.583
H 7.065 -1.674 -2.212
H 6.953 0.193 -0.582
H 4.843 1.472 -0.355
H 2.863 0.867 -1.711
H 0.624 -2.644 -4.408
H 0.520 -3.824 -6.572
H 2.435 -3.728 -8.150
H 4.451 -2.428 -7.519
H 4.562 -1.248 -5.372
*
```

Löwdin population analysis, charges in e, atoms 1 to 5: 0.41, -0.17, -0.10, -0.28, -0.04

Molecular formula: C34H30NO27P2S
Method: DFT, ωB97M-V/def2-TZVPD

Values from the calculation:
* Kohn-Sham gap: 6.09 eV
* relative energy (zero: lowest compared OMol25 entry of this formula, charge and spin): 0.0 kJ/mol
* HOMO energy: -6.422 eV
* LUMO level: -0.33 eV
* electronic energy: -4480.9868 Ha
* M: 978.6 g mol⁻¹

```
! RIJCOSX wB97M-V def2-TZVPD def2/J DEFGRID3
* xyz -1 1
N -1.958 -2.410 0.161
C -0.715 -2.341 -0.620
C -0.260 -3.702 -1.097
O 0.285 -3.610 -2.389
C 0.688 -4.335 -0.080
O 2.057 -4.021 -0.351
P 2.831 -3.201 0.775
O 4.258 -3.227 0.527
O 2.496 -3.921 2.201
P 1.305 -3.358 3.164
S 1.834 -2.695 4.887
O 2.173 -1.801 0.840
C 3.076 -0.595 0.626
O 3.515 -0.150 1.670
O 3.172 -0.225 -0.537
H -1.953 -3.276 0.690
H -1.824 -1.701 0.874
H 0.083 -1.945 0.003
H -0.801 -1.679 -1.473
H -1.146 -4.348 -1.124
H 0.829 -4.383 -2.549
H 0.351 -4.004 0.896
H 0.582 -5.413 -0.139
H 0.474 -4.475 3.301
H 0.582 -2.393 2.460
C -1.871 0.349 3.971
C -1.920 1.324 4.889
C -1.087 2.573 4.771
O -1.216 3.417 5.642
C -0.193 2.694 3.646
C -0.136 1.721 2.726
C -0.992 0.489 2.829
O -0.902 -0.337 1.937
O 0.665 1.788 1.678
O -2.698 1.274 5.959
H -2.469 -0.548 4.043
H 0.413 3.586 3.577
H 0.542 0.968 1.163
H -2.533 2.106 6.443
C 0.311 -9.351 1.631
C 0.836 -10.490 1.160
C 0.702 -10.893 -0.285
O 1.223 -11.936 -0.630
C -0.041 -10.024 -1.177
C -0.569 -8.886 -0.707
C -0.414 -8.472 0.733
O -0.910 -7.415 1.071
O -1.260 -8.044 -1.459
O 1.508 -11.344 1.915
H 0.404 -9.051 2.665
H -0.145 -10.330 -2.209
H -1.522 -7.308 -0.874
H 1.777 -12.073 1.324
C -1.796 5.871 1.670
C -1.555 6.998 0.986
C -1.382 7.001 -0.510
O -1.186 8.072 -1.052
C -1.454 5.735 -1.216
C -1.690 4.609 -0.531
C -1.891 4.610 0.960
O -2.120 3.545 1.500
O -1.768 3.416 -1.106
O -1.453 8.187 1.559
H -1.924 5.858 2.744
H -1.311 5.747 -2.287
H -1.945 2.780 -0.385
H -1.280 8.819 0.835
C 6.722 3.263 -1.528
C 6.884 4.560 -1.258
C 6.066 5.270 -0.218
O 6.307 6.459 -0.037
C 5.063 4.527 0.491
C 4.877 3.209 0.238
C 5.717 2.487 -0.798
O 5.513 1.315 -0.985
O 3.981 2.504 0.869
O 7.776 5.335 -1.879
H 7.307 2.748 -2.277
H 4.476 5.057 1.227
H 4.009 1.551 0.582
H 7.667 6.217 -1.476
C -5.928 3.632 -5.723
C -5.749 4.780 -5.056
C -4.729 4.912 -3.956
O -4.623 5.999 -3.416
C -3.941 3.750 -3.603
C -4.119 2.598 -4.267
C -5.122 2.471 -5.384
O -5.213 1.399 -5.948
O -3.438 1.499 -3.996
O -6.444 5.880 -5.304
H -6.656 3.528 -6.514
H -3.224 3.851 -2.802
H -3.754 0.817 -4.617
H -6.108 6.553 -4.681
*
```

Löwdin population analysis, charges in e, atoms 1 to 5: 0.02, -0.23, -0.37, 0.01, -0.18